[1]
14
Properties=species:S:1:pos:R:3:forces:R:3:mulliken_charge:R:1 method="wB97M-V/def2-TZVPD" total_charge=-6 gap_ev=2.2 homo_energy_ev=6.9264 energy_ha=-5868.10086
O -0.96424 -0.16725 -0.63285 -0.43 -0.31 1.43 -0.310
V -0.69208 -0.19160 0.94305 -0.46 1.53 -0.80 1.419
O 0.83808 0.09043 0.90810 -0.04 -0.52 0.78 -0.274
Tl 1.36225 -1.26514 -3.22084 -0.04 0.56 1.31 0.756
Cl -1.66723 -1.97385 2.57815 0.42 0.79 -0.67 -0.618
Cl -0.08645 -3.62187 -0.83312 0.20 -0.33 -0.35 -0.898
Cl 4.26485 2.53189 2.76171 0.64 0.48 0.39 -0.959
Cl -1.20493 2.27386 1.88435 0.02 -1.38 -0.36 -0.558
Cl 2.72293 1.76216 -3.08617 0.04 -0.20 -0.78 -0.917
Cl -3.26165 2.78435 -2.03388 -0.45 0.34 -0.07 -0.763
Cl 1.53765 0.07481 4.30584 -0.04 -0.17 0.47 -0.705
Cl -3.94984 -0.05505 0.58839 0.01 0.03 0.02 -0.514
Cl -2.31257 -1.17931 -3.54156 0.10 -0.31 -0.69 -0.905
Cl 3.41319 -1.06345 -0.62119 0.02 -0.51 -0.69 -0.754

---

[2]
2
Properties=species:S:1:pos:R:3:forces:R:3:nbo_charge:R:1 method="wB97M-V/def2-TZVPD" total_charge=0 gap_ev=10.3 homo_energy_ev=-10.8928 e_above_lowest_kj_mol=2.15 smiles=ClCl energy_ha=-920.34776
Cl -0.62457 0.63918 0.38331 -0.68 0.70 0.42 0.000
Cl 0.62457 -0.63918 -0.38331 0.68 -0.70 -0.42 0.000

---

[3]
6
Properties=species:S:1:pos:R:3:forces:R:3:mulliken_spin:R:1 method="wB97M-V/def2-TZVPD" total_charge=+1 s2=0.758 gap_ev="7.6 / 4.7" homo_energy_ev="-15.1469 / -13.7552" multiplicity=2 energy_ha=-1520.20298
Mg -1.41188 -1.34938 1.27116 0.90 0.95 -1.29 -0.001
Mg 0.30049 0.38613 -0.20285 0.34 -0.14 -0.68 -0.035
F -0.77724 0.45793 1.35828 -0.59 -1.24 0.42 0.000
F -0.55366 -1.42839 -0.45387 -0.70 0.27 1.57 -0.002
Cl -0.09767 2.04932 -1.77930 0.39 -0.24 0.16 0.597
Cl 2.53996 -0.11561 -0.19342 -0.35 0.41 -0.18 0.441